[1]
19
Properties=species:S:1:pos:R:3 method="wB97M-V/def2-TZVPD" smiles="C=CC=C.O.O.O" homo_ev=-9.1 lumo_energy_ev=0.45 orbital_gap_ev=9.580
C -2.07 0.72 -0.86
C -2.23 0.72 0.45
C -1.42 -0.12 1.33
C -1.88 -0.73 2.42
H -1.21 0.18 -1.25
H -2.71 1.19 -1.59
H -3.02 1.27 0.96
H -0.47 -0.39 0.87
H -1.30 -1.35 3.08
H -2.84 -0.43 2.85
H 0.39 1.56 -3.09
H 0.98 1.43 -1.68
O 0.80 0.91 -2.49
H 1.58 -0.63 1.68
H 2.59 -0.81 0.55
O 2.42 -0.28 1.36
H 1.90 -1.04 -1.85
H 3.27 -0.55 -1.64
O 2.65 -1.16 -1.26

[2]
20
Properties=species:S:1:pos:R:3 method="wB97M-V/def2-TZVPD" smiles="C=CC(=C)O.O.O.O" homo_ev=-8.5 lumo_energy_ev=0.31 orbital_gap_ev=8.825
C -0.64 -1.12 1.36
C -1.26 -0.31 0.51
O -0.93 1.03 0.45
C -2.20 -0.70 -0.55
C -1.81 -1.55 -1.48
H -0.02 -0.80 2.19
H -0.79 -2.18 1.38
H -0.23 1.27 1.07
H -3.24 -0.38 -0.55
H -0.85 -2.04 -1.55
H -2.46 -2.03 -2.21
H 2.91 -0.70 0.61
H 2.65 0.22 1.79
O 2.61 -0.70 1.53
H 2.58 2.43 0.78
H 1.42 2.14 -0.17
O 1.82 1.85 0.66
H -0.04 1.21 -2.08
H 0.79 0.96 -3.23
O 0.67 0.61 -2.36

[3]
18
Properties=species:S:1:pos:R:3 method="wB97M-V/def2-TZVPD" smiles=CCCSC.O homo_ev=-8.6 lumo_energy_ev=0.83 orbital_gap_ev=9.402
S 0.51 1.83 -0.18
C 1.13 3.00 1.06
C -1.69 -0.75 -0.24
C 0.28 0.32 0.93
C -0.16 -0.84 0.14
H 0.40 3.03 1.88
H 1.19 4.00 0.61
H 2.11 2.73 1.47
H -2.18 -0.68 0.75
H -2.13 -1.61 -0.78
H -1.91 0.17 -0.80
H -0.33 0.63 1.80
H 1.29 0.09 1.29
H 0.06 -1.71 0.79
H 0.48 -0.93 -0.76
O 0.42 -3.06 -3.04
H -0.17 -3.74 -2.62
H 0.71 -2.49 -2.29

[4]
19
Properties=species:S:1:pos:R:3 method="wB97M-V/def2-TZVPD" smiles=CCSSCC.O homo_ev=-8.0 lumo_energy_ev=0.54 orbital_gap_ev=8.510
C -0.66 1.35 -1.61
C -0.47 0.11 -2.48
S 0.99 -0.94 -2.36
S 0.81 -2.19 -0.70
C 0.55 -1.19 0.78
C -0.48 -1.64 1.79
H -1.59 1.81 -1.90
H -0.59 1.03 -0.57
H 0.10 2.14 -1.50
H -1.42 -0.41 -2.37
H -0.50 0.35 -3.53
H 0.27 -0.18 0.51
H 1.57 -0.89 1.03
H -0.74 -0.78 2.40
H -1.41 -1.84 1.25
H -0.28 -2.46 2.47
H 0.92 2.54 1.96
H 1.58 1.48 2.87
O 1.38 1.69 1.96

[5]
17
Properties=species:S:1:pos:R:3 method="wB97M-V/def2-TZVPD" homo_ev="1.1 / -5.0" charge=-1 spin_multiplicity=2 lumo_energy_ev="3.51 / 3.45" orbital_gap_ev="2.395 / 8.444" s2=0.75
C -0.93 -2.83 1.63
C -1.96 -1.71 1.44
H -0.72 -3.26 0.64
H 0.05 -2.49 1.98
H -1.39 -3.66 2.19
H -1.58 -1.06 0.64
H -1.84 -1.03 2.28
H -2.93 -2.07 1.10
C 0.20 1.01 -0.15
C -0.78 1.40 -1.26
S 1.84 1.24 -0.93
H 0.17 1.69 0.78
H 0.08 -0.02 0.14
H -1.07 2.46 -1.28
H 2.74 0.72 0.01
H -1.70 0.76 -1.24
H -0.52 1.20 -2.28

[6]
17
Properties=species:S:1:pos:R:3 method="wB97M-V/def2-TZVPD" smiles=CSC.CC homo_ev=-8.5 lumo_energy_ev=0.91 orbital_gap_ev=9.390
C 1.14 -3.38 -0.38
C 1.06 -4.76 0.24
H 2.16 -3.22 -0.75
H 1.09 -2.63 0.43
H 0.37 -3.17 -1.11
H 1.79 -5.00 1.01
H 1.14 -5.53 -0.53
H 0.11 -4.95 0.76
C 0.78 1.82 0.46
C -1.89 1.55 -0.40
S -0.65 2.81 0.04
H 1.65 2.43 0.66
H 1.07 1.21 -0.39
H 0.59 1.24 1.35
H -1.43 0.86 -1.10
H -2.69 2.14 -0.82
H -2.27 1.00 0.45

[7]
17
Properties=species:S:1:pos:R:3 method="wB97M-V/def2-TZVPD" smiles=CSC.CC homo_ev=-8.4 lumo_energy_ev=0.91 orbital_gap_ev=9.339
C 1.56 -1.46 1.16
C 2.99 -1.56 1.70
H 1.27 -2.36 0.62
H 1.45 -0.64 0.45
H 0.92 -1.25 2.01
H 3.80 -1.84 1.04
H 2.98 -2.39 2.43
H 3.20 -0.68 2.30
C -1.53 0.67 -2.47
C -2.49 1.98 -0.15
S -2.81 1.93 -1.95
H -1.89 0.43 -3.46
H -1.53 -0.12 -1.74
H -0.58 1.18 -2.59
H -1.85 1.17 0.16
H -3.44 1.99 0.39
H -2.05 2.95 0.09

[8]
17
Properties=species:S:1:pos:R:3 method="wB97M-V/def2-TZVPD" smiles=CCS.CC homo_ev=-9.0 lumo_energy_ev=0.83 orbital_gap_ev=9.813
C -2.01 -2.16 1.93
C -2.63 -0.96 1.16
H -1.91 -3.02 1.28
H -2.55 -2.34 2.86
H -0.99 -1.84 2.15
H -3.65 -0.92 0.78
H -2.43 -0.10 1.79
H -2.11 -0.98 0.20
C 1.84 1.70 -2.40
C 1.75 1.31 -0.94
S 3.17 0.28 -0.44
H 0.85 1.98 -2.75
H 2.30 0.94 -3.02
H 2.40 2.64 -2.47
H 1.77 2.23 -0.36
H 0.84 0.81 -0.62
H 3.36 0.44 0.87

[9]
18
Properties=species:S:1:pos:R:3 method="wB97M-V/def2-TZVPD" smiles=CCS.CCS homo_ev=-9.0 lumo_energy_ev=0.72 orbital_gap_ev=9.760
C -0.79 1.56 -1.32
C -1.66 0.24 -1.29
S -1.35 -0.80 -2.71
H -0.78 1.90 -0.29
H -1.11 2.40 -1.95
H 0.19 1.21 -1.61
H -1.40 -0.26 -0.37
H -2.72 0.48 -1.26
H -1.11 -1.96 -2.05
C 1.02 -1.35 1.95
C 1.37 -0.43 0.79
S 1.84 1.31 1.23
H -0.07 -1.43 2.05
H 1.47 -1.04 2.89
H 1.43 -2.35 1.75
H 2.25 -0.85 0.31
H 0.68 -0.29 -0.03
H 0.76 1.68 1.92

[10]
18
Properties=species:S:1:pos:R:3 method="wB97M-V/def2-TZVPD" smiles=CSC.CSC homo_ev=-8.4 lumo_energy_ev=0.74 orbital_gap_ev=9.172
C 3.60 0.42 -1.08
S 3.24 2.23 -1.10
C 2.52 1.90 -2.93
H 4.39 0.38 -1.86
H 4.09 0.17 -0.14
H 2.61 -0.04 -1.11
H 3.32 1.45 -3.50
H 2.33 2.95 -3.10
H 1.73 1.18 -2.70
C -3.97 -2.31 2.12
S -2.35 -1.69 2.48
C -2.15 -0.07 1.77
H -4.03 -2.79 1.11
H -4.20 -3.16 2.75
H -4.86 -1.58 2.42
H -2.16 0.69 2.60
H -2.88 0.34 1.05
H -1.23 -0.07 1.23

[11]
18
Properties=species:S:1:pos:R:3 method="wB97M-V/def2-TZVPD" smiles=CSC.CSC homo_ev=-8.2 lumo_energy_ev=0.93 orbital_gap_ev=9.111
C -2.06 -1.98 -1.03
S -2.34 -0.22 -0.57
C -1.88 -0.27 1.18
H -2.92 -2.53 -0.67
H -1.15 -2.34 -0.58
H -2.04 -1.98 -2.11
H -2.77 -0.23 1.80
H -1.25 -1.11 1.43
H -1.28 0.61 1.37
C 1.85 1.15 1.62
S 1.74 1.05 -0.20
C 2.99 -0.20 -0.50
H 0.83 1.21 1.97
H 2.40 2.02 1.95
H 2.39 0.27 1.96
H 3.95 0.14 -0.11
H 2.80 -1.15 -0.01
H 3.15 -0.31 -1.56

[12]
20
Properties=species:S:1:pos:R:3 method="wB97M-V/def2-TZVPD" smiles=CCSS.CCSS homo_ev=-8.9 lumo_energy_ev=0.38 orbital_gap_ev=9.266
S -3.45 -1.30 0.15
S -1.78 -0.12 0.79
C -3.06 -0.25 3.28
C -1.71 -0.59 2.57
H -2.79 -2.47 0.06
H -3.84 -0.95 2.93
H -3.40 0.78 3.08
H -2.94 -0.37 4.37
H -0.91 -0.02 3.07
H -1.50 -1.67 2.71
S -0.21 0.77 -3.55
S 1.33 -0.20 -2.51
C 3.94 0.40 -1.68
C 2.81 0.94 -2.58
H -0.74 1.30 -2.43
H 3.48 0.10 -0.72
H 4.67 1.20 -1.49
H 4.48 -0.47 -2.10
H 2.50 1.97 -2.32
H 3.13 0.93 -3.63

[13]
18
Properties=species:S:1:pos:R:3 method="wB97M-V/def2-TZVPD" homo_ev="-7.1 / -7.1" lumo_energy_ev="-0.33 / -0.65" orbital_gap_ev="6.793 / 6.419"
C 1.81 0.83 2.05
C 2.79 0.20 1.35
C -1.72 -0.60 0.40
C -2.21 0.40 -2.46
Si 2.78 -1.16 0.19
Si -1.45 0.86 -0.80
H 2.06 1.81 2.48
H 0.79 0.47 2.17
H 3.71 0.80 1.35
H -1.52 -0.22 1.45
H -2.79 -1.14 0.27
H -1.11 -1.44 0.10
H -1.72 -0.57 -2.78
H -3.28 0.23 -2.48
H -2.10 1.13 -3.12
H 1.62 -2.26 0.22
H 4.10 -1.56 -0.05
H -1.77 2.22 -0.35

[14]
28
Properties=species:S:1:pos:R:3 method="wB97M-V/def2-TZVPD" homo_ev=-12.9 charge=+1 lumo_energy_ev=-5.64 orbital_gap_ev=7.254
N 0.39 1.34 1.16
B 0.67 2.71 1.07
O 0.18 3.54 0.17
S 1.89 3.57 2.35
I 0.70 4.05 4.37
B 3.16 2.20 2.68
O 4.05 2.04 1.70
O 3.14 1.50 3.80
H 1.03 0.76 0.61
H 0.35 1.00 2.11
H 0.88 3.98 -0.34
H 3.64 1.58 0.95
H 2.95 0.57 3.57
C -2.83 -2.05 -1.72
C -1.89 -3.04 -1.02
C -0.47 -2.80 -1.57
S -0.42 -1.07 -2.07
O -0.25 -0.99 -3.49
O 0.45 -0.33 -1.17
C -2.12 -0.69 -1.67
H -3.80 -2.01 -1.25
H -2.97 -2.34 -2.76
H -1.90 -2.86 0.05
H -2.20 -4.07 -1.18
H 0.29 -2.97 -0.83
H -0.28 -3.39 -2.46
H -2.51 0.03 -2.38
H -2.14 -0.27 -0.66

[15]
21
Properties=species:S:1:pos:R:3 method="wB97M-V/def2-TZVPD" homo_ev=-15.1 charge=+1 lumo_energy_ev=-4.65 orbital_gap_ev=10.429
C 2.50 -0.37 0.69
C 1.71 0.72 -0.06
C 1.06 0.27 -1.36
O 0.46 -1.06 -1.28
P -0.68 -1.34 -0.23
B -2.13 0.05 -0.11
C -2.38 0.70 1.27
O -2.86 0.25 -1.21
H 3.57 -0.21 0.57
H 2.29 -1.37 0.32
H 2.30 -0.33 1.76
H 0.97 1.21 0.59
H 2.40 1.52 -0.34
H 1.78 0.20 -2.16
H 0.28 0.97 -1.68
H -0.13 -1.60 1.03
H -1.23 -2.55 -0.63
H -2.97 1.61 1.17
H -2.98 0.00 1.88
H -1.47 0.88 1.84
H -2.47 0.46 -2.07

[16]
20
Properties=species:S:1:pos:R:3 method="wB97M-V/def2-TZVPD" homo_ev="-7.9 / -9.0" lumo_energy_ev="-0.22 / -0.91" orbital_gap_ev="7.682 / 8.082"
C 2.74 -1.84 -1.49
C 1.75 1.14 0.99
C -2.69 1.54 0.11
C -1.37 -1.23 0.99
F -1.85 -0.64 -1.53
Si 0.91 0.73 -0.66
Si -1.21 0.30 -0.30
H 2.63 -2.19 -0.52
H 2.20 -2.21 -2.34
H 3.56 -1.35 -1.88
H 2.82 1.30 0.94
H 1.11 2.00 1.30
H 1.44 0.31 1.58
H -3.43 1.40 -0.63
H -3.10 0.96 1.01
H -2.51 2.59 0.40
H -0.37 -1.73 0.95
H -1.60 -0.95 1.98
H -2.01 -2.08 0.60
H 1.00 1.95 -1.49

[17]
18
Properties=species:S:1:pos:R:3 method="wB97M-V/def2-TZVPD" smiles=CCC.CN homo_ev=-8.6 lumo_energy_ev=1.02 orbital_gap_ev=9.667
C -4.05 -1.02 -0.11
N -4.46 -0.81 1.28
H -4.59 -1.83 -0.60
H -4.26 -0.08 -0.61
H -2.98 -1.21 -0.16
H -3.97 -1.20 2.05
H -5.02 -0.01 1.51
C 2.66 -0.48 0.26
C 3.09 0.39 -0.91
C 3.06 1.87 -0.53
H 2.64 -1.54 0.00
H 3.35 -0.49 1.10
H 1.67 -0.23 0.66
H 4.11 0.09 -1.12
H 2.52 0.19 -1.81
H 2.96 2.60 -1.33
H 3.91 2.12 0.10
H 2.20 2.04 0.13

[18]
18
Properties=species:S:1:pos:R:3 method="wB97M-V/def2-TZVPD" smiles=CNC.CC homo_ev=-9.2 lumo_energy_ev=1.05 orbital_gap_ev=10.274
C 0.47 0.60 2.85
C 0.24 -0.49 1.77
H 1.54 0.57 3.07
H 0.30 1.55 2.40
H -0.15 0.43 3.72
H 0.98 -0.37 0.99
H -0.74 -0.46 1.30
H 0.39 -1.47 2.23
C 0.63 -0.69 -2.32
N -0.40 -0.53 -1.27
C -1.07 0.77 -1.45
H 1.37 0.11 -2.16
H 0.22 -0.54 -3.31
H 1.31 -1.49 -2.01
H -1.12 -1.19 -1.54
H -2.09 0.58 -1.08
H -0.74 1.51 -0.72
H -1.12 1.12 -2.47

[19]
18
Properties=species:S:1:pos:R:3 method="wB97M-V/def2-TZVPD" smiles=CCN.CC homo_ev=-9.3 lumo_energy_ev=1.03 orbital_gap_ev=10.282
C -1.58 -0.67 -3.36
C -1.33 0.56 -4.26
H -1.75 -1.51 -4.04
H -2.39 -0.68 -2.65
H -0.66 -0.88 -2.84
H -1.50 0.29 -5.32
H -2.06 1.35 -3.97
H -0.33 0.95 -4.10
C 0.02 -0.16 3.14
C 1.50 0.06 3.59
N 2.27 0.72 2.47
H 0.02 0.39 2.20
H -0.03 -1.25 3.05
H -0.87 -0.01 3.75
H 1.54 0.78 4.40
H 1.91 -0.92 3.83
H 2.00 0.24 1.62
H 3.27 0.74 2.50

[20]
19
Properties=species:S:1:pos:R:3 method="wB97M-V/def2-TZVPD" homo_ev=-13.3 charge=+1 lumo_energy_ev=-3.38 orbital_gap_ev=9.945
C -1.25 -0.11 0.68
C -1.36 -0.45 -0.63
N -0.20 -0.60 -1.47
N -2.32 0.11 1.57
H -0.24 -0.06 1.14
H -2.28 -0.64 -1.16
H -0.08 0.17 -2.16
H 0.63 -0.58 -0.89
H -0.19 -1.53 -2.00
H -3.17 -0.35 1.26
H -2.13 -0.09 2.52
C 2.11 1.11 -0.47
C 2.41 -0.02 0.50
H 2.13 0.74 -1.51
H 2.88 1.89 -0.42
H 1.13 1.60 -0.28
H 3.47 -0.26 0.47
H 2.18 0.33 1.52
H 1.84 -0.96 0.35

Number 1: maximum force 1.2 eV/Å, energy -385.26994 a.u.. Number 2: maximum force 1.8 eV/Å, energy -460.50431 a.u.. Number 3: maximum force 2.9 eV/Å, energy -633.00665 a.u.. Number 4: maximum force 2.6 eV/Å, energy -1031.17820 a.u.. Number 5: maximum force 1.9 eV/Å, energy -557.70443 a.u.. Number 6: maximum force 1.7 eV/Å, energy -557.76184 a.u.. Number 7: maximum force 2.1 eV/Å, energy -557.75554 a.u.. Number 8: maximum force 1.2 eV/Å, energy -557.74947 a.u.. Number 9: maximum force 1.7 eV/Å, energy -955.94155 a.u.. Number 10: maximum force 3.7 eV/Å, energy -955.89707 a.u.. Number 11: maximum force 1.3 eV/Å, energy -955.94251 a.u.. Number 12: maximum force 1.3 eV/Å, energy -1752.33525 a.u.. Number 13: maximum force 4.6 eV/Å, energy -738.39555 a.u.. Number 14: maximum force 1.4 eV/Å, energy -1734.84724 a.u.. Number 15: maximum force 0.8 eV/Å, energy -676.66685 a.u.. Number 16: maximum force 5.2 eV/Å, energy -838.96198 a.u.. Number 17: maximum force 1.2 eV/Å, energy -214.92200 a.u.. Number 18: maximum force 2.8 eV/Å, energy -214.90228 a.u.. Number 19: maximum force 1.7 eV/Å, energy -214.90565 a.u.. Number 20: maximum force 2.5 eV/Å, energy -269.43503 a.u..